Entry 1:
A 3-piece molecular cluster, C24H28B2Cl3O3S overall, computed with ωB97M-V/def2-TZVPD.

Geometry (Å):
Cl: 2.41817 0.37607 2.33342
B: 3.46886 -0.91209 1.77688
Cl: 3.71449 -1.20222 0.07275
Cl: 4.35709 -1.88085 2.97276
O: -0.96321 -0.37374 0.77867
C: -0.90077 1.36456 -1.20575
C: 0.59859 1.66025 -1.05619
C: 1.42950 1.03834 -1.98939
C: 2.76531 1.42356 -2.08490
C: 3.27346 2.38063 -1.21001
C: 2.47255 2.87576 -0.18548
C: 1.12955 2.47886 -0.07585
H: -1.02420 0.33582 -0.73733
H: 1.00335 0.31642 -2.69144
H: 3.38889 0.98726 -2.86345
H: 4.30903 2.71353 -1.32197
H: 2.88185 3.58917 0.52771
H: 0.52403 2.82920 0.76510
C: -3.97973 0.62502 0.90788
C: -3.28209 1.15166 -0.29356
C: -3.60885 0.80496 -1.60067
C: -2.78592 1.18064 -2.66646
C: -1.49398 1.65016 -2.40554
B: -0.44127 -1.26370 1.55600
C: -0.81640 2.64372 -3.29176
C: -0.50427 2.38363 -4.63477
C: 0.45219 3.17319 -5.28522
C: 1.04378 4.25762 -4.63616
C: 0.59024 4.62865 -3.36476
C: -0.37698 3.85908 -2.72787
O: -0.91627 -1.54953 2.88720
C: -0.29653 -2.74183 3.35113
C: 0.79331 -2.40736 4.35650
C: -1.33562 -3.58554 4.07124
C: 0.29465 -3.37638 1.99812
C: 1.53629 -4.22714 2.14658
C: -0.78108 -4.19243 1.26731
O: 0.59024 -2.22677 1.22260
S: -2.01165 2.27291 -0.05734
H: -4.80123 -0.02577 0.58659
H: -3.26573 0.05445 1.52478
H: -4.39718 1.46030 1.48506
H: -4.56602 0.30408 -1.75627
H: -3.14515 1.11871 -3.69646
H: -0.95436 1.52224 -5.13803
H: 0.75679 2.92268 -6.30255
H: 1.84038 4.83798 -5.10661
H: 0.99175 5.50532 -2.85058
H: -0.75602 4.15182 -1.74082
H: 1.21016 -3.32613 4.78482
H: 1.60431 -1.82761 3.89548
H: 0.36096 -1.82324 5.17818
H: -0.89785 -4.52449 4.42509
H: -1.70168 -3.04786 4.95343
H: -2.18915 -3.82374 3.43005
H: 1.30953 -5.09457 2.77652
H: 1.84761 -4.58686 1.15884
H: 2.37139 -3.66363 2.57639
H: -0.99733 -5.13436 1.78252
H: -1.72009 -3.62823 1.16676
H: -0.41768 -4.43218 0.26083

LUMO level (hartree): 0.0962
Energy (eV): -81247.2206
Orbital gap (eV): 6.79
Charge: -1
HOMO level (Ha): -0.1533
Energy relative to the best compared isomer or geometry (same formula, charge and spin) (kcal/mol): 37.7

---

Entry 2:
C24H28Cl2GeMgO2 as an isolated structure, computed with ωB97M-V/def2-TZVPD.

Geometry (Å):
Mg: -0.28204 0.15866 -1.68235
C: -2.34438 -1.70118 -3.89944
O: -1.08538 -1.17438 -3.51086
C: -0.02693 -1.55623 -4.38997
C: 1.26063 -1.17407 -3.71922
O: 1.23976 0.23485 -3.45596
C: 1.76695 1.03862 -4.49807
H: -2.34698 -2.78864 -3.80460
H: -2.57287 -1.42754 -4.93263
H: -3.10021 -1.28254 -3.23978
H: -0.16329 -1.04210 -5.34714
H: -0.04344 -2.63475 -4.57018
H: 2.12864 -1.45781 -4.31667
H: 1.32344 -1.65544 -2.73859
H: 2.83429 0.84377 -4.61444
H: 1.61904 2.07735 -4.21557
H: 1.25901 0.85034 -5.44857
C: 0.97921 -0.77603 -0.38139
Ge: 0.47426 -0.23361 1.38188
C: 0.53730 1.64230 1.97610
C: 0.00992 2.04206 3.20611
C: 0.09546 3.36295 3.62789
C: 0.72968 4.30914 2.83025
C: 1.27445 3.92711 1.61086
C: 1.17091 2.60434 1.19000
C: -1.35866 -0.90014 1.67953
C: -2.43371 -0.13592 2.13624
C: -3.70259 -0.69041 2.28822
C: -3.91958 -2.02677 1.98320
C: -2.86532 -2.80484 1.51731
C: -1.60055 -2.24567 1.36498
C: 1.63113 -1.17342 2.68668
C: 3.00585 -0.91394 2.65125
C: 3.89262 -1.60032 3.47072
C: 3.41834 -2.57052 4.34693
C: 2.05807 -2.83903 4.39983
C: 1.17552 -2.14459 3.57723
H: 1.94078 -0.27711 -0.62010
H: -0.46305 1.31069 3.85497
H: -0.32637 3.65479 4.58205
H: 0.80497 5.33704 3.16186
H: 1.78139 4.65811 0.99063
H: 1.58751 2.31320 0.22999
H: -2.28598 0.91252 2.37345
H: -4.52068 -0.07842 2.64927
H: -4.90439 -2.46148 2.10976
H: -3.02847 -3.84950 1.27614
H: -0.78298 -2.85154 0.98780
H: 3.39207 -0.15992 1.97099
H: 4.95335 -1.38276 3.42530
H: 4.10575 -3.11028 4.98661
H: 1.68222 -3.59121 5.08361
H: 0.11436 -2.36504 3.63790
Cl: -1.30989 2.17926 -3.28860
C: -2.11601 3.56585 -4.09464
Cl: -1.72295 5.09075 -3.33231
H: -3.18106 3.39173 -4.02977
H: -1.75913 3.57171 -5.11467

LUMO level (hartree): -0.0095
Energy (eV): -116438.8647
Orbital gap (eV): 5.67
Charge: 0
HOMO level (Ha): -0.2177

---

Entry 3:
C24H28Cl2N2PPdS as an isolated structure, computed with ωB97M-V/def2-TZVPD.

Geometry (Å):
Pd: 0.11000 -0.33610 -0.88160
C: 6.90630 1.84150 -0.43050
C: 6.28690 2.09740 -1.64340
C: 5.00030 1.64320 -1.87190
C: 4.32600 0.94580 -0.87780
C: 4.94780 0.68320 0.34040
C: 6.23430 1.13740 0.55660
P: 2.55880 0.52280 -1.10350
C: 2.43400 -0.91940 0.03640
C: 1.64240 -0.99600 1.20010
C: 1.62540 -2.17650 1.93750
C: 2.38810 -3.26920 1.54580
C: 3.15530 -3.19920 0.39030
C: 3.16430 -2.04450 -0.36520
C: 1.73290 1.88610 -0.22060
C: 2.28830 3.08750 0.20340
C: 1.47050 3.99870 0.84710
C: 0.14100 3.70200 1.10160
C: -0.41220 2.50130 0.66400
C: 0.37430 1.61890 -0.05430
H: 7.90720 2.19520 -0.24160
H: 6.80590 2.64890 -2.40980
H: 4.51790 1.83590 -2.81860
H: 4.42380 0.14360 1.11930
H: 6.71170 0.94340 1.50500
H: 1.14740 -0.11200 1.60900
H: 1.04630 -2.22520 2.84890
H: 2.40840 -4.15760 2.15820
H: 3.77320 -4.03190 0.09680
H: 3.77150 -1.98180 -1.25790
H: 3.33860 3.29220 0.06310
H: 1.88280 4.94370 1.17180
H: -0.47670 4.40090 1.64550
H: -1.45060 2.28660 0.88510
C: -1.10890 2.88620 -3.09870
C: -1.98960 1.66010 -3.30170
N: -2.15600 0.99620 -2.01980
C: -2.31780 -0.28920 -1.67580
S: -2.27180 -0.63900 0.01890
N: -2.62820 -1.29980 -2.48160
C: -2.79500 -1.34920 -3.92150
C: -1.49590 -1.72950 -4.62840
H: -0.94180 3.38610 -4.05030
H: -0.14500 2.58570 -2.68170
H: -1.58370 3.59600 -2.42360
H: -1.49760 0.99240 -4.01080
H: -2.96340 1.96890 -3.69980
H: -2.10960 1.62710 -1.22130
H: -2.63040 -2.20900 -2.01990
H: -3.16900 -0.39090 -4.27540
H: -3.55740 -2.10440 -4.12250
H: -0.66070 -1.14280 -4.24270
H: -1.58410 -1.54900 -5.69430
H: -1.27480 -2.78210 -4.48080
Cl: -2.07460 -4.03160 -0.78650
C: -0.32970 -3.73110 -0.62300
Cl: 0.26200 -2.62340 -1.86860
H: 0.18920 -4.68210 -0.75060
H: -0.14780 -3.28170 0.35630

LUMO level (hartree): -0.1591
Energy (eV): -76964.9757
Orbital gap (eV): 6.44
Charge: +1
HOMO level (Ha): -0.3959

---

Entry 4:
C24H28ClF9N2O3Yb as an isolated structure, computed with ωB97M-V/def2-TZVPD.

Geometry (Å):
Yb: 0.47631 0.14421 -0.30495
Cl: -0.30124 1.72620 1.30036
N: 1.62693 -0.64781 1.18750
N: -0.77452 0.90805 -1.73538
C: 2.67774 -0.12441 1.69678
C: -0.52187 1.83822 -2.57733
C: 1.22405 -1.81618 2.02049
C: 2.04561 -1.55319 3.28987
C: 1.66278 -3.09150 1.31730
C: -0.26886 -1.80406 2.27435
H: 2.59289 -2.93409 0.77319
H: 0.91001 -3.40418 0.60051
H: 1.81941 -3.88483 2.04814
H: -0.54579 -1.00545 2.95660
H: -0.58799 -2.76117 2.68621
H: -0.80343 -1.64995 1.33813
C: -2.19177 0.47470 -1.91580
C: -2.51392 1.10674 -3.27762
C: -3.03552 1.08224 -0.80484
C: -2.31505 -1.03364 -1.93819
H: -1.61967 -1.47852 -2.64287
H: -3.33441 -1.31630 -2.20134
H: -2.09233 -1.44770 -0.95760
H: -2.92664 2.16428 -0.77415
H: -2.72907 0.69967 0.16335
H: -4.08533 0.83886 -0.96729
O: -1.49439 2.12611 -3.46522
H: -3.48510 1.59035 -3.31393
H: -2.42177 0.39588 -4.09843
O: 3.10878 -0.65555 2.85771
H: 2.50699 -2.44396 3.70392
H: 1.47157 -1.03551 4.05801
C: 3.45036 1.01945 1.14066
C: 0.71098 2.67336 -2.64999
C: 1.93449 1.92407 -2.21244
H: 0.54769 3.53577 -2.00007
H: 0.80011 3.05619 -3.66307
C: 2.23958 1.89791 -0.84737
C: 3.28872 1.11986 -0.34702
H: 1.71878 2.56812 -0.17803
C: 4.05829 0.36376 -1.22799
C: 3.75887 0.42989 -2.58492
C: 5.12692 -0.56252 -0.73837
C: 2.69766 1.16830 -3.09878
H: 4.33983 -0.17593 -3.26862
C: 2.34574 1.06518 -4.54897
H: 3.10482 0.51367 -5.09668
H: 2.23761 2.04068 -5.02405
H: 1.40219 0.53298 -4.67562
H: 5.81514 -0.07490 -0.04720
H: 5.71249 -0.95551 -1.56493
H: 4.69157 -1.41381 -0.21393
H: 4.48893 0.90697 1.44451
H: 3.07491 1.92252 1.62549
F: -4.90202 -0.82549 0.51460
C: -4.50385 -1.21271 1.77677
F: -5.59709 -1.08755 2.61692
F: -4.15630 -2.55095 1.70804
C: -3.28508 -0.36686 2.26578
O: -2.21530 -0.60884 1.25928
C: -3.74676 1.14421 2.43720
F: -4.66427 1.27369 3.46596
F: -2.67533 1.95127 2.75442
F: -4.39289 1.67090 1.34178
C: -2.93479 -0.87056 3.72370
F: -4.03212 -0.80129 4.56608
F: -2.55351 -2.19588 3.73351
F: -1.96074 -0.08353 4.31583

Spin multiplicity: 2
LUMO level (spin up / spin down) (hartree): 0.0953 / 0.0893
Energy (eV): -102975.3344
Orbital gap (spin up / spin down) (eV): 3.48 / 5.71
<S²>: 0.76
Charge: -1
HOMO level (spin up / spin down) (Ha): -0.0324 / -0.1205